Entry from the Open Molecules 2025 dataset: one molecule with the formula C9H12S at a distorted geometry (ωB97M-V/def2-TZVPD).

Calculated values
**Energy relative to the best compared isomer or geometry (same formula, charge and spin)**: 195.02 kJ/mol
**Orbital gap**: 8.31 eV
**Electronic energy**: -748.1657 hartree

Each line ends with the Löwdin charge.
Geometry (Å):
1 C 2.596 -0.800 0.025  -0.12
2 C 1.676 -1.805 -0.082  -0.07
3 C 2.310 0.520 -0.226  -0.05
4 C 0.308 -1.473 -0.280  -0.08
5 C 0.965 0.870 -0.335  -0.25
6 C 0.008 -0.143 -0.317  -0.37
7 C -2.962 -1.042 -0.760  -0.44
8 C 0.759 2.363 -0.450  -0.05
9 C -1.957 0.255 1.216  -0.32
10 S -1.846 0.215 -0.581  0.94
11 H 3.642 -1.182 0.249  0.13
12 H 2.120 -2.736 0.061  0.08
13 H 3.200 1.110 -0.137  0.11
14 H -0.611 -2.038 -0.393  0.08
15 H 1.553 3.017 -0.288  0.06
16 H -3.149 -1.630 0.194  0.01
17 H -2.766 -1.749 -1.626  0.01
18 H 0.387 2.675 -1.398  0.07
19 H -0.131 2.779 0.039  0.08
20 H -1.665 1.183 1.722  0.06
21 H -2.917 0.297 1.631  0.02
22 H -1.518 -0.686 1.734  0.11